(1)
Molecular formula: C2H9NO
Method: DFT, ωB97M-V/def2-TZVPD

calculated total energy	-211.52162	Eh
gap between HOMO and LUMO	9.7	eV
charge	0
max |F|	2.76	eV/Å
SMILES	CNC.O
energy above the lowest of the compared OMol25 structures with the same formula, charge and spin	39.82	kcal/mol

Geometry as XYZ:
```
13
Properties=species:S:1:pos:R:3:forces:R:3:lowdin_charge:R:1
C -1.251980 -1.535248 0.525827 0.0 -0.2 1.6 -0.14
N -0.711324 -0.148991 0.504818 -1.4 -0.2 0.4 -0.19
C -0.155702 0.138818 -0.763387 0.5 1.7 -2.1 -0.21
H -0.991533 -1.960787 -0.473993 0.3 -0.4 1.4 0.07
H -0.988230 -2.132994 1.511017 0.4 1.0 -2.2 0.10
H -2.315767 -1.672948 0.563587 -1.0 0.7 -0.1 0.04
H -1.214374 0.741737 0.736597 -0.3 -2.2 0.5 0.13
H -0.683008 1.002340 -1.292283 0.9 -0.5 0.8 0.10
H -0.269129 -0.619107 -1.571385 0.5 0.0 0.9 0.08
H 0.890497 0.377093 -0.521205 0.1 -0.1 -1.3 0.05
O 2.685294 2.310558 0.154595 -0.5 -1.5 0.4 -0.10
H 3.005044 1.759525 0.914782 -0.5 0.7 -1.1 0.06
H 2.000206 1.740009 -0.288975 1.1 0.9 0.7 0.01
```
Forces are in eV/Å.

=====

(2)
Molecular formula: C2H9NO
Method: DFT, ωB97M-V/def2-TZVPD

calculated total energy	-211.55053	Eh
gap between HOMO and LUMO	10.6	eV
charge	0
max |F|	0.78	eV/Å
SMILES	COC.N
energy above the lowest of the compared OMol25 structures with the same formula, charge and spin	21.68	kcal/mol

Geometry as XYZ:
```
13
Properties=species:S:1:pos:R:3:forces:R:3:lowdin_charge:R:1
C -0.947490 -2.880684 1.730425 0.2 0.2 0.3 -0.12
O -0.021196 -1.818308 1.802945 0.3 0.0 0.3 -0.24
C -0.291088 -0.725314 0.960811 -0.1 -0.2 -0.2 -0.13
H -1.900346 -2.533205 1.345056 -0.2 -0.1 -0.4 0.08
H -0.516596 -3.698898 1.154483 -0.2 -0.1 -0.3 0.09
H -1.141982 -3.250955 2.731595 0.1 0.0 0.3 0.08
H -0.859989 -1.039457 0.094163 -0.3 -0.1 -0.3 0.07
H -0.877858 0.034969 1.482378 0.1 0.2 0.0 0.09
H 0.645452 -0.322760 0.572023 0.0 0.1 0.3 0.09
N 1.671529 4.198156 -2.785701 0.3 -0.1 -0.7 0.00
H 0.782614 4.109616 -2.311352 -0.1 -0.1 0.0 0.00
H 1.956879 3.272787 -3.096881 0.0 -0.1 0.5 0.00
H 1.500072 4.654053 -3.679946 -0.2 0.3 0.3 0.00
```
Forces are in eV/Å.

=====

(3)
Molecular formula: C2H9NO
Method: DFT, ωB97M-V/def2-TZVPD

calculated total energy	-211.55497	Eh
gap between HOMO and LUMO	10.6	eV
charge	0
max |F|	2.72	eV/Å
SMILES	NCO.C
energy above the lowest of the compared OMol25 structures with the same formula, charge and spin	18.89	kcal/mol

Geometry as XYZ:
```
13
Properties=species:S:1:pos:R:3:forces:R:3:lowdin_charge:R:1
N -1.557850 0.233788 0.972573 0.6 0.3 -0.8 0.00
C -0.375169 1.057038 0.587045 -0.5 -2.7 -0.3 -0.35
O -0.805693 2.248997 0.004496 0.7 0.1 0.8 -0.04
H -1.169294 -0.682041 1.157069 -0.5 -0.2 0.2 0.06
H -2.022963 0.580655 1.794501 0.1 0.1 0.5 0.06
H 0.287925 1.046311 1.450081 0.3 1.5 0.1 0.11
H 0.138277 0.389892 -0.136259 -0.2 0.9 0.1 0.06
H -1.740488 2.074426 -0.072424 -0.6 0.3 -0.4 0.07
C 1.433649 -1.393159 -1.125082 0.6 0.1 -0.9 -0.05
H 2.443058 -1.089897 -0.838525 0.0 -0.4 0.0 0.03
H 0.849488 -1.553317 -0.229995 -0.3 0.2 -0.1 0.00
H 1.423169 -2.290422 -1.739855 0.3 -0.3 0.3 0.02
H 1.095887 -0.622272 -1.823627 -0.5 0.1 0.6 0.03
```
Forces are in eV/Å.

=====

(4)
Molecular formula: C2H9NO
Method: DFT, ωB97M-V/def2-TZVPD

calculated total energy	-211.55659	Eh
gap between HOMO and LUMO	10.7	eV
charge	0
max |F|	0.72	eV/Å
SMILES	COC.N
energy above the lowest of the compared OMol25 structures with the same formula, charge and spin	17.88	kcal/mol

Geometry as XYZ:
```
13
Properties=species:S:1:pos:R:3:forces:R:3:lowdin_charge:R:1
C 1.571379 -1.132121 -0.199218 -0.3 0.0 0.2 -0.14
O 0.633894 -1.872354 -0.937329 0.0 -0.1 -0.2 -0.24
C -0.478674 -1.081288 -1.300697 0.5 0.1 0.5 -0.13
H 1.967853 -0.315618 -0.802643 0.3 0.1 0.0 0.08
H 1.121666 -0.702761 0.701994 -0.1 0.1 0.1 0.08
H 2.350956 -1.807714 0.127905 0.2 -0.1 -0.1 0.08
H -1.040700 -0.839257 -0.390912 -0.3 0.0 -0.2 0.09
H -0.150453 -0.130518 -1.737079 0.0 0.0 -0.2 0.08
H -1.058599 -1.647588 -2.019109 -0.2 0.0 0.0 0.09
N -1.511884 3.385384 2.126512 0.4 0.0 -0.2 0.00
H -0.939238 4.219070 2.240184 -0.2 0.0 0.0 0.00
H -1.873451 3.431744 1.178357 -0.1 0.0 0.1 0.00
H -0.839275 2.622203 2.119871 -0.2 0.0 0.1 0.00
```
Forces are in eV/Å.